(1)
74
Properties=species:S:1:pos:R:3:forces:R:3:lowdin_charge:R:1 method="wB97M-V/def2-TZVPD" homo_energy_ev=-4.29 orbital_gap_ev=5.7 largest_force_ha_per_bohr=0.0383 total_energy_ev=-337572.604 charge=-1
C 1.853 3.119 3.656 -0.8874 -0.7119 0.0922 -0.065
C 0.686 2.113 3.587 -0.1890 1.0812 0.2596 -0.293
O -0.314 2.642 2.740 0.3964 -0.2910 -0.2872 -0.173
N -1.407 3.162 3.486 -0.9346 -1.2294 0.6177 0.005
C -2.413 3.499 2.471 1.4343 1.3200 0.2971 -0.564
O -2.737 2.411 1.666 -0.4282 -0.0083 0.4225 -0.106
C -3.605 1.451 2.201 0.0148 -1.0478 -0.0955 -0.274
C -2.992 0.562 3.279 0.0111 0.3365 0.1752 -0.081
C -1.715 4.584 1.514 0.2106 0.7518 -0.9668 -0.707
O -0.997 5.449 2.084 -0.4528 -0.6389 0.3519 -0.083
O -1.961 4.484 0.302 -0.0478 -0.1679 0.2517 -0.036
P -3.859 4.428 3.203 -0.7004 0.2066 -0.7699 1.045
C -3.160 5.941 3.999 -0.2624 -0.7033 0.5630 -0.288
C -4.600 3.513 4.653 -0.3873 -0.2481 0.0011 -0.423
C -6.115 3.385 4.401 0.4040 0.7482 -0.0764 -0.202
H 1.621 3.812 4.459 0.4250 0.1711 0.1589 0.068
H 1.850 3.687 2.730 0.2628 -0.0967 -0.1028 0.026
H 2.770 2.558 3.821 0.3325 0.3606 0.1068 0.063
H 1.004 1.131 3.247 -0.0656 -0.0815 -0.3759 0.049
H 0.236 2.011 4.573 0.0603 -0.3433 0.1625 0.074
H -1.113 4.023 3.940 0.1936 0.3494 -0.6513 0.100
H -3.825 0.771 1.376 -0.0775 0.1381 -0.2914 0.114
H -4.579 1.844 2.500 0.0523 0.4115 0.1673 0.082
H -3.707 -0.188 3.614 -0.0960 -0.1873 -0.1453 0.070
H -2.110 0.083 2.859 0.1008 -0.1651 0.0760 0.054
H -2.678 1.127 4.151 0.1127 0.1027 0.0336 0.045
H -2.863 6.670 3.261 0.1980 0.0100 -0.1249 0.028
H -3.983 6.324 4.605 -0.1823 0.1664 -0.0706 0.022
H -2.359 5.719 4.699 0.3226 0.1208 -0.0877 0.030
H -4.486 4.051 5.593 0.3705 0.1261 0.0380 0.063
H -4.184 2.520 4.782 0.3065 -0.0344 0.0724 0.044
H -6.467 4.367 4.088 -0.2562 0.0771 0.0307 0.044
H -6.326 2.727 3.565 -0.1172 -0.3031 0.0238 0.046
H -6.663 3.110 5.300 -0.0667 -0.3170 0.0120 0.056
C 1.458 -0.601 0.095 -0.1489 0.0690 0.1233 -1.560
Cl 1.750 -2.164 0.880 0.0143 -0.0267 -0.0224 0.508
Cl -0.164 -0.020 0.419 -0.0653 0.0916 0.0560 0.580
Cl 2.649 0.589 0.615 0.0326 -0.0752 0.0725 0.533
H 1.560 -0.740 -0.972 0.0646 -0.0578 -0.0233 -0.064
C 1.631 -0.317 7.004 -0.0451 0.0771 -0.0978 -1.547
Cl 1.762 -0.728 5.296 0.0333 -0.0777 0.0680 0.556
Cl 3.087 0.517 7.561 0.0129 -0.0220 0.0225 0.512
Cl 0.197 0.663 7.307 0.0072 -0.0318 0.0153 0.535
H 1.535 -1.236 7.566 0.0140 -0.0014 0.0168 0.005
C 0.174 -0.059 -4.130 0.0735 -0.1178 0.1186 -1.512
Cl -0.649 -1.206 -3.074 0.0005 -0.0080 -0.0219 0.548
Cl 1.713 0.444 -3.430 -0.0923 0.0663 -0.0552 0.545
Cl 0.420 -0.766 -5.732 -0.0048 -0.0012 -0.0957 0.533
H -0.452 0.817 -4.238 -0.0092 0.0035 0.0057 0.022
C 0.557 -4.637 -5.392 0.0359 -0.1370 -0.0764 -1.517
Cl -0.733 -4.929 -6.561 0.0154 0.0730 0.0334 0.519
Cl 0.369 -5.689 -3.983 -0.0590 0.1240 0.0608 0.500
Cl 2.142 -4.867 -6.145 -0.6222 0.3448 -0.1753 0.455
H 0.486 -3.610 -5.055 0.0145 -0.0036 -0.0113 -0.038
C 5.162 -7.154 -4.306 -0.0528 0.0260 0.1207 -1.551
Cl 5.465 -8.751 -3.612 0.0074 -0.0030 -0.0392 0.521
Cl 3.534 -6.599 -3.929 0.3102 -0.2985 0.2449 0.490
Cl 6.367 -5.992 -3.745 0.0000 -0.0013 -0.0422 0.523
H 5.251 -7.235 -5.381 0.0111 -0.0134 -0.0019 0.007
C 2.815 3.902 -1.282 -0.0506 0.0644 0.0857 -1.534
Cl 3.007 5.334 -2.297 -0.0261 -0.0143 -0.0244 0.520
Cl 3.834 2.583 -1.887 0.1097 0.0964 -0.1033 0.459
Cl 3.198 4.263 0.393 0.0471 -0.0029 -0.0486 0.564
H 1.779 3.589 -1.328 -0.0025 -0.0145 -0.0015 0.023
C -0.872 -9.346 -6.668 0.0345 0.1082 -0.0264 -1.548
Cl -0.745 -9.740 -8.385 -0.0040 -0.0296 0.0092 0.517
Cl 0.559 -8.481 -6.115 0.0148 -0.0819 -0.0221 0.513
Cl -2.334 -8.411 -6.350 0.0006 -0.0315 0.0185 0.518
H -0.941 -10.273 -6.115 -0.0050 -0.0142 -0.0077 0.009
C 5.119 -3.140 -8.651 -0.0227 -0.0997 -0.0683 -1.542
Cl 3.818 -3.425 -9.807 -0.0014 0.0258 0.0220 0.529
Cl 4.948 -4.198 -7.250 0.3046 0.0600 -0.0271 0.495
Cl 6.695 -3.359 -9.415 -0.0055 0.0275 0.0160 0.523
H 5.049 -2.117 -8.308 0.0019 0.0041 0.0138 0.015

=====

(2)
54
Properties=species:S:1:pos:R:3:forces:R:3:nbo_charge:R:1 method="wB97M-V/def2-TZVPD" homo_energy_ev=-4.59 orbital_gap_ev=6.7 largest_force_ha_per_bohr=0.1117 total_energy_ev=-38653.167 charge=-1
C 0.856 -0.661 1.442 1.2294 -0.4050 -1.4239 -0.741
C 1.900 0.538 1.535 -1.9852 1.7205 2.3506 0.819
O 1.589 1.533 2.241 1.8670 -3.2063 -2.8922 -0.580
O 3.108 0.431 0.788 -1.8501 0.8838 0.3088 -0.568
C 3.072 1.393 -0.329 -0.0624 -0.1044 -0.8558 -0.087
C 2.199 0.769 -1.517 -0.4355 0.6781 -0.9503 -0.446
C 1.616 1.930 -2.509 -0.3737 -0.6370 1.1264 -0.403
C 0.114 2.225 -2.022 -0.7850 1.0551 -0.9987 -0.422
C 0.006 3.145 -0.727 1.5503 0.0360 -0.1267 -0.412
C -1.440 3.644 -0.299 -0.1102 -0.1583 0.6134 -0.414
C -2.698 3.042 -1.069 -1.3563 0.3264 0.5051 -0.415
C -3.479 1.863 -0.253 0.9451 1.5034 0.4435 -0.214
N -2.791 0.550 -0.304 -0.5342 0.2249 -0.8779 -0.682
C -3.513 -0.471 -1.100 0.7592 -2.2234 0.7951 -0.117
C -2.706 -1.877 -0.916 -0.2329 0.0985 0.3284 -0.555
C -1.217 -1.827 -1.470 0.5421 1.4037 -2.3708 0.887
O -0.809 -1.202 -2.458 -1.3541 -2.5864 4.0039 -0.555
F -0.255 -2.650 -0.755 -1.7802 1.2825 -1.0842 -0.399
C -5.004 -0.804 -0.540 -3.5808 -1.2866 1.5343 0.712
O -5.957 -0.498 -1.350 2.6621 -0.4227 1.5445 -0.747
O -5.244 -1.401 0.671 2.4034 2.4588 -4.6033 -0.816
H 0.440 -1.005 2.441 0.6464 0.8354 -1.3214 0.263
H 1.388 -1.537 0.915 -0.9993 1.3102 0.9383 0.235
H 0.030 -0.323 0.709 1.1516 -0.3374 1.3195 0.244
H 2.694 2.398 0.063 0.3011 -1.4457 -0.6637 0.205
H 4.131 1.560 -0.716 -1.2579 -0.4099 0.8004 0.191
H 1.259 0.210 -1.145 1.7176 0.8224 -0.3435 0.227
H 2.781 0.030 -2.185 -0.5864 1.0521 1.4572 0.210
H 1.670 1.546 -3.587 -0.3251 0.6196 1.5541 0.212
H 2.231 2.899 -2.445 -0.7799 -1.3826 -0.0724 0.193
H -0.514 1.286 -1.841 1.0989 1.0719 -0.3841 0.242
H -0.416 2.791 -2.884 0.7351 -0.8597 1.2738 0.192
H 0.549 2.591 0.130 -1.1484 0.9017 -1.1517 0.210
H 0.662 4.082 -0.921 -0.9330 -1.4081 0.2797 0.184
H -1.463 4.794 -0.347 0.0157 -1.7365 -0.0878 0.199
H -1.577 3.388 0.822 0.1626 0.4423 -1.7377 0.208
H -3.481 3.896 -1.124 1.1881 -1.2686 0.0163 0.193
H -2.531 2.723 -2.149 0.0753 0.3433 1.4668 0.211
H -4.546 1.877 -0.651 1.2901 -0.5608 0.6558 0.220
H -3.460 2.206 0.851 -0.3865 -0.4431 -1.6859 0.183
H -2.495 0.206 0.618 -0.7804 0.1558 -0.5913 0.378
H -3.501 -0.266 -2.225 -0.3506 0.2177 1.7087 0.216
H -3.287 -2.710 -1.469 1.1126 1.3020 0.7137 0.264
H -2.791 -2.131 0.199 0.4684 0.2318 -1.5858 0.271
C 3.918 -4.697 3.095 0.4804 -0.6145 0.1604 -0.100
C 3.074 -4.366 1.902 -0.1134 -0.3730 -0.7838 -0.101
O 2.186 -3.376 2.402 0.3476 0.0404 0.5919 -0.480
C 2.793 -2.801 3.477 -0.4754 1.0093 0.4435 0.965
O 2.395 -1.819 4.032 0.3547 -0.8267 -0.3950 -0.564
O 3.913 -3.487 3.838 -0.3374 0.2418 -0.1636 -0.487
H 4.936 -4.980 2.821 -0.0382 0.1621 0.1495 0.199
H 3.483 -5.491 3.709 -0.0091 0.0497 -0.0358 0.180
H 3.657 -3.936 1.082 -0.0271 0.0039 0.0663 0.188
H 2.522 -5.229 1.529 -0.1159 0.2115 0.0373 0.205

=====

(3)
50
Properties=species:S:1:pos:R:3:forces:R:3:mulliken_spin:R:1 method="wB97M-V/def2-TZVPD" homo_energy_ev="-16.88 / -16.84" spin_multiplicity=6 orbital_gap_ev="6.3 / 2.3" largest_force_ha_per_bohr=0.0625 relative_energy_kcal_mol=51.2 total_energy_ev=-78565.108 s2=8.7651 charge=+3
Fe 1.142 0.309 -0.841 1.0356 -2.4176 1.8506 3.710
S 0.175 -2.028 -0.418 0.4751 -1.0582 -0.5321 0.065
S 0.095 2.224 -0.494 -0.1404 2.2637 -0.5342 0.070
C 1.439 -3.372 -0.195 -0.0824 0.1839 0.2225 0.002
C -0.368 -2.385 -2.166 -0.2251 0.1886 0.0660 0.004
C 0.142 -1.253 -3.079 -0.1191 -0.5769 -0.0809 -0.012
N -0.203 0.023 -2.432 0.1660 0.0166 -0.1202 0.051
C 0.155 1.260 -3.132 -0.1032 0.4910 -0.3931 -0.013
C -0.341 2.439 -2.287 -0.3978 0.4028 0.1609 0.006
H -1.483 -2.416 -2.143 0.7915 -0.0122 -0.1572 0.002
H -0.003 -3.385 -2.479 -0.2039 0.6820 0.2597 0.001
H -0.266 -1.346 -4.106 0.1145 0.0791 0.4942 0.003
H 1.243 -1.295 -3.149 -0.3023 -0.0623 -0.1013 0.014
H -0.256 1.306 -4.156 0.1387 0.0847 0.3445 0.003
H 1.261 1.272 -3.206 -0.4073 0.1334 -0.2081 0.010
H -1.445 2.497 -2.279 0.4811 0.0321 -0.2856 0.000
H 0.056 3.410 -2.621 -0.2214 -0.4176 0.0378 0.001
C 1.535 3.385 -0.295 -0.1260 0.0296 0.0643 0.015
H -1.166 0.023 -2.111 -0.1778 0.0583 -0.4523 -0.015
H 2.308 3.195 -1.054 -0.3408 0.0565 0.1982 0.002
H 1.943 3.223 0.710 -0.1640 -0.0537 -0.2709 0.003
H 1.177 4.421 -0.369 0.0216 -0.4171 -0.0563 0.004
H 1.795 -3.285 0.841 -0.0978 -0.0411 -0.3583 0.001
H 2.276 -3.219 -0.893 -0.3846 -0.1012 0.2388 0.001
H 0.977 -4.365 -0.339 0.1001 0.6221 0.0214 0.003
C -3.628 -0.139 0.589 -1.0983 -0.2213 -2.6705 0.394
C -2.876 -0.122 1.716 1.9124 0.5668 2.0771 0.370
H -3.889 -1.101 0.065 -0.1411 1.0365 0.7739 0.035
H -3.834 0.820 0.065 -0.1062 -0.6834 0.3234 0.057
H -2.289 -1.019 1.961 -0.2254 0.2890 0.1425 0.072
H -2.674 0.812 2.310 -0.6036 -1.0663 -0.4184 0.039
N 3.227 -0.036 -0.563 -2.3475 0.5112 -1.5739 0.058
C 3.341 -0.502 0.792 0.7023 -0.4963 1.3587 -0.067
C 4.290 -1.469 1.055 0.4187 0.3691 -0.0823 -0.006
C 4.825 -1.666 2.359 -0.7393 -0.0381 -0.2669 0.004
C 4.317 -0.922 3.415 0.7899 -0.8699 -0.5234 0.010
C 3.181 -0.107 3.253 -0.0239 0.3424 -1.5133 0.003
C 2.649 0.692 4.291 -1.5514 0.5593 0.0594 0.004
C 1.449 1.382 4.107 0.2663 0.0391 -0.8750 0.003
C 0.887 1.364 2.801 0.0291 -0.5341 0.1063 0.010
N 1.431 0.704 1.772 0.1198 0.6714 -0.7970 0.026
C 2.605 0.025 1.913 0.2665 0.5787 1.4151 0.033
H 3.554 0.911 -0.840 0.5792 -1.0161 0.8073 0.018
H 3.479 -0.735 -1.276 0.4133 0.4886 0.5878 0.009
H 4.695 -2.001 0.182 0.2626 0.2703 0.5395 -0.001
H 5.650 -2.383 2.453 -0.3943 0.4395 0.2506 0.000
H 4.798 -1.011 4.376 -0.0504 0.1000 0.1920 0.000
H 3.129 0.812 5.253 0.2302 -0.4818 0.0045 0.000
H 0.940 1.988 4.879 0.6427 -0.4759 -0.3938 0.000
H -0.056 1.929 2.605 0.8181 -0.5454 0.0679 -0.003

=====

(4)
47
Properties=species:S:1:pos:R:3:forces:R:3:nbo_charge:R:1 method="wB97M-V/def2-TZVPD" homo_energy_ev=-7.45 orbital_gap_ev=8.3 largest_force_ha_per_bohr=0.3462 relative_energy_kcal_mol=424.3 total_energy_ev=-22520.595 charge=0
C -7.238 -0.224 0.311 6.8671 -2.5769 -2.7935 -0.586
C -6.347 1.042 -0.055 -4.0678 0.6887 1.4017 -0.403
C -4.830 0.914 -0.136 -6.2933 -11.2254 2.5952 -0.333
C -4.508 -0.076 -1.319 -0.0022 2.8637 -0.4676 -0.410
C -3.031 -0.219 -1.713 -0.3707 5.4902 7.0855 -0.365
C -2.265 -0.776 -0.406 10.7141 9.2107 -10.8308 -0.358
C -1.762 0.184 0.732 3.0898 3.1116 -7.9225 -0.344
H -2.513 0.828 0.961 -2.2562 1.2012 2.0931 0.223
H -1.141 1.099 -0.048 -1.2177 -2.2996 2.3254 0.139
C -0.738 -0.412 1.601 -6.7541 3.0659 2.6483 -0.248
N 0.370 -0.683 1.048 9.6050 -9.5802 -6.9009 -0.381
C 0.586 -2.074 0.564 4.4284 -1.8340 -1.0078 0.207
N 1.866 -2.519 -0.018 -5.0620 7.8493 3.5650 -0.474
C 2.428 -0.994 0.099 2.4624 -6.2796 -4.3702 0.036
C 3.633 -0.690 -0.579 -5.2715 2.5799 5.9226 0.177
C 3.895 0.650 -0.239 10.1425 -4.0661 -8.4333 -0.043
C 3.098 1.441 0.247 -6.6908 11.6091 3.8245 -0.004
C 1.803 1.143 0.785 3.0107 11.3677 1.2351 -0.269
C 1.630 -0.044 0.573 -8.0727 -8.6876 2.4147 0.101
H 1.128 1.961 1.254 1.2166 -1.8830 -1.0530 0.238
C 3.359 3.061 0.159 -0.9946 -0.6889 8.1883 -0.617
H 4.138 3.337 1.065 -0.9872 -0.8463 -2.5077 0.204
H 3.652 3.559 -0.683 0.5646 0.7931 -2.3696 0.208
H 2.499 3.687 0.804 1.4930 -1.7899 -2.4568 0.203
C 5.303 1.290 -1.135 0.1452 -0.9408 16.7998 -0.617
H 5.682 2.107 -0.503 -0.5873 0.7382 -1.8040 0.253
H 5.297 1.014 -1.985 -0.2898 -1.9808 -11.6827 0.168
H 6.104 0.555 -0.649 -1.2712 0.8155 -1.0711 0.195
N 4.434 -1.661 -0.841 9.3141 5.4934 -2.6279 -0.705
H 5.137 -1.376 -1.646 -1.3369 -0.7273 2.3916 0.355
H 4.081 -2.411 -1.133 -4.1362 -7.9695 -2.3585 0.372
H -0.039 -2.989 0.728 -0.3209 1.6457 0.1981 0.210
H -1.283 -1.156 2.101 0.0459 -2.1698 0.8177 0.211
H -0.528 0.230 2.365 0.1550 2.3784 2.5474 0.208
H -1.388 -1.258 -0.914 -0.5870 -0.2246 1.2722 0.208
H -2.760 -1.250 0.091 -10.2924 -11.0839 8.8690 0.139
H -2.864 -0.582 -2.664 0.8296 -0.8266 -1.6815 0.216
H -2.719 1.004 -1.457 -0.2932 -3.0643 -2.1936 0.180
H -5.085 0.368 -2.174 0.4009 -0.4575 0.4777 0.198
H -5.005 -0.944 -1.035 -0.6035 -1.9583 0.1260 0.203
H -4.416 1.718 -0.030 4.9013 8.9589 0.3765 0.171
H -4.810 0.431 1.064 1.1068 0.7141 -3.2726 0.161
H -6.811 1.733 0.769 1.7764 -0.3827 -1.3777 0.203
H -6.886 1.345 -0.969 0.7706 0.4663 -0.0960 0.191
H -7.283 -0.874 -0.660 0.7806 0.2922 1.7628 0.183
H -8.190 -0.062 0.324 -5.6817 1.8654 1.0609 0.197
H -6.860 -0.802 1.187 -0.3799 0.3442 -0.7198 0.199